Entry 1:
ORCA calculation (the ωB97M-V functional and the def2-TZVPD basis) on C34H46BeBrF2KNNa2O9P as an isolated structure.

Atoms and positions in Å:
C: -3.966 -0.771 2.206
C: -4.784 -1.921 1.613
C: -4.644 -2.068 0.063
C: -3.342 -1.519 -0.482
C: -2.124 -2.190 -0.339
C: -2.140 -3.528 0.413
C: -2.222 -4.778 -0.509
C: -0.908 -5.636 -0.617
C: -0.159 -5.919 0.740
C: -1.357 -7.045 -1.168
C: -0.934 -1.630 -0.830
Br: 0.699 -2.623 -0.512
C: -0.846 -0.409 -1.465
C: 0.453 0.204 -1.956
C: 1.219 -0.670 -2.981
C: 2.765 -0.574 -2.968
C: 3.472 -0.692 -1.602
C: 4.196 0.599 -1.222
O: 3.244 1.505 -0.663
C: 3.813 2.676 -0.266
C: 3.234 3.350 0.937
O: 4.743 3.155 -0.857
C: -2.073 0.277 -1.588
C: -3.269 -0.236 -1.131
C: -4.538 0.671 -1.288
O: -5.619 0.275 -1.682
C: -4.261 2.066 -0.938
C: -5.116 2.830 -0.170
C: -4.724 4.127 0.122
C: -3.523 4.660 -0.320
P: -3.216 6.394 0.260
C: -2.398 6.057 1.880
O: -2.070 7.110 -0.664
C: -2.652 3.880 -1.113
C: -1.328 4.363 -1.583
C: -3.047 2.582 -1.409
C: -2.173 1.667 -2.202
O: -1.630 1.957 -3.230
H: -2.911 -1.012 2.332
H: -4.088 0.171 1.669
H: -4.356 -0.583 3.209
H: -5.840 -1.782 1.839
H: -4.479 -2.837 2.127
H: -5.527 -1.621 -0.385
H: -4.657 -3.138 -0.171
H: -1.305 -3.545 1.112
H: -3.035 -3.517 1.026
H: -2.513 -4.491 -1.518
H: -3.067 -5.415 -0.132
H: -0.269 -5.219 -1.390
H: -0.814 -6.274 1.548
H: 0.317 -5.016 1.138
H: 0.647 -6.634 0.577
H: -1.944 -6.953 -2.081
H: -2.053 -7.478 -0.420
H: -0.509 -7.719 -1.263
H: 0.281 1.156 -2.439
H: 1.028 0.462 -1.058
H: 0.910 -0.297 -3.961
H: 0.930 -1.723 -2.972
H: 3.066 0.317 -3.516
H: 3.119 -1.418 -3.569
H: 2.758 -0.893 -0.800
H: 4.236 -1.468 -1.576
H: 4.581 1.039 -2.142
H: 4.985 0.433 -0.491
H: 3.526 2.844 1.861
H: 2.157 3.480 0.816
H: 3.665 4.345 0.980
H: -6.050 2.412 0.180
H: -5.371 4.731 0.750
H: -1.400 5.635 1.722
H: -2.387 6.938 2.513
H: -2.978 5.260 2.351
H: -1.185 6.845 -0.379
H: -0.739 3.608 -2.063
H: -1.393 5.271 -2.183
H: -0.760 4.629 -0.691
C: 7.307 -2.023 2.046
C: 6.023 -1.324 1.687
O: 5.509 -1.460 0.593
C: 5.400 -0.442 2.739
H: 7.645 -2.619 1.200
H: 8.076 -1.289 2.288
H: 7.149 -2.681 2.902
H: 6.088 0.359 3.010
H: 5.158 -1.030 3.627
H: 4.485 0.001 2.347
Na: -2.568 -6.779 1.522
N: 5.377 6.076 2.589
O: 5.378 7.320 2.073
O: 4.320 5.604 2.933
O: 6.441 5.523 2.714
Na: -4.243 -1.464 -2.986
F: 5.619 7.797 3.915
K: 2.588 -3.977 0.837
F: 0.850 3.456 -1.032
Be: -1.954 -9.786 -0.034

Its charge is +2.



Entry 2:
ORCA calculation (the ωB97M-V functional and the def2-TZVPD basis) on C34H46Br2Cl3LiMgN3NaO19P2S as an isolated structure.

Atoms and positions in Å:
C: 0.009 1.661 3.701
C: 0.982 2.414 3.169
C: 2.181 1.836 2.567
O: 2.623 2.310 1.554
O: 2.858 0.736 3.142
C: 2.320 -0.566 2.728
C: 3.437 -1.516 2.379
C: 2.883 -2.900 2.066
C: 3.947 -3.851 1.501
C: 4.100 -3.671 -0.021
C: 3.429 -4.765 -0.872
C: 1.961 -4.499 -0.982
C: 1.042 -5.033 -0.177
Cl: 1.337 -6.161 1.056
C: -0.385 -4.657 -0.370
O: -1.280 -5.443 -0.254
C: -0.577 -3.221 -0.767
C: -1.651 -2.471 -0.324
Br: -2.932 -3.285 0.802
C: -1.780 -1.133 -0.680
P: -3.407 -0.445 0.007
O: -3.149 0.707 1.088
Br: -4.370 0.364 -1.718
C: -0.810 -0.530 -1.491
S: -1.050 1.221 -1.845
C: 0.446 2.106 -1.521
O: -1.954 1.747 -0.861
O: -1.496 1.382 -3.197
C: 0.262 -1.286 -2.021
P: 1.580 -0.759 -3.277
C: 0.822 0.313 -4.546
C: 2.874 0.274 -2.449
C: 3.108 -0.052 -0.973
C: 0.355 -2.630 -1.616
C: 1.444 -3.589 -2.036
O: 1.863 -3.677 -3.172
H: -1.016 1.961 3.540
H: 0.238 0.802 4.317
H: 0.918 3.490 3.103
H: 1.630 -0.448 1.895
H: 1.760 -0.942 3.581
H: 4.122 -1.595 3.224
H: 3.972 -1.105 1.520
H: 2.108 -2.774 1.303
H: 2.388 -3.315 2.941
H: 3.759 -4.878 1.792
H: 4.896 -3.566 1.958
H: 3.598 -2.739 -0.272
H: 5.149 -3.604 -0.296
H: 3.642 -5.764 -0.504
H: 3.856 -4.706 -1.872
H: -3.033 0.282 1.950
H: 1.096 1.491 -0.911
H: 0.908 2.453 -2.434
H: 0.143 2.957 -0.922
H: 1.451 0.234 -5.429
H: -0.178 -0.043 -4.768
H: 0.766 1.362 -4.283
H: 2.742 1.331 -2.645
H: 3.779 -0.015 -2.980
H: 2.200 -0.268 -0.417
H: 3.668 0.757 -0.513
H: 3.765 -0.917 -0.920
C: -4.396 -2.599 -4.976
O: -3.581 -2.744 -4.063
O: -5.398 -1.577 -4.703
O: -4.555 -3.103 -6.088
H: -5.119 -1.295 -3.825
C: -8.105 0.349 -1.318
N: -8.122 -1.066 -1.804
O: -7.026 -1.519 -2.066
O: -9.183 -1.637 -1.894
H: -7.084 0.705 -1.317
H: -8.739 0.950 -1.967
H: -8.504 0.353 -0.266
Li: -6.707 -1.509 -6.176
N: 7.237 0.247 2.342
H: 7.564 -0.715 2.455
H: 7.211 0.489 1.352
H: 6.280 0.358 2.750
H: 7.894 0.880 2.828
N: -10.920 2.508 1.035
C: -11.239 1.623 0.098
C: -12.247 1.814 -0.834
C: -12.967 2.998 -0.784
C: -12.646 3.932 0.188
C: -11.615 3.641 1.070
H: -10.657 0.706 0.099
H: -12.461 1.056 -1.575
H: -13.764 3.190 -1.490
H: -13.181 4.868 0.263
H: -11.331 4.346 1.843
C: 9.155 3.611 2.128
C: 9.957 2.921 3.200
C: 11.462 3.052 3.125
O: 11.895 1.806 3.707
C: 10.941 0.884 3.496
O: 11.046 -0.286 3.645
O: 9.788 1.489 3.068
H: 9.556 4.575 1.821
H: 9.082 2.970 1.248
H: 8.149 3.779 2.517
H: 9.599 3.207 4.191
H: 11.848 3.897 3.686
H: 11.831 3.098 2.098
Cl: -7.434 0.410 1.382
O: -4.867 3.646 -1.442
Cl: -5.700 3.606 -0.272
O: -6.921 4.318 -0.486
O: -5.004 4.075 0.877
O: -6.064 2.193 -0.080
Na: 1.530 -4.112 -5.397
Mg: 4.166 2.243 3.770

Its charge is +2.



Entry 3:
ORCA calculation (the ωB97M-V functional and the def2-TZVPD basis) on C34H46Cl4HfO3P4 as an isolated structure.

Atoms and positions in Å:
P: -0.499 3.452 -1.185
C: -1.031 4.239 0.267
C: -0.188 5.382 0.358
H: 0.759 5.361 -0.190
C: -0.630 6.477 1.071
H: -0.017 7.375 1.077
C: -1.853 6.404 1.753
H: -2.192 7.283 2.303
C: -2.634 5.239 1.764
H: -3.570 5.206 2.322
C: -2.218 4.116 1.041
H: -2.777 3.180 1.043
C: 1.177 2.874 -1.207
C: 2.106 2.767 -0.138
H: 1.766 2.821 0.902
C: 3.455 2.627 -0.442
H: 4.202 2.595 0.365
C: 3.874 2.568 -1.775
H: 4.933 2.491 -2.018
C: 2.946 2.614 -2.829
H: 3.261 2.586 -3.870
C: 1.602 2.722 -2.545
H: 0.840 2.765 -3.339
C: -1.650 2.699 -2.270
C: -2.006 3.885 -2.958
H: -1.625 4.842 -2.552
C: -2.769 3.788 -4.094
H: -2.996 4.696 -4.638
C: -3.221 2.522 -4.506
H: -3.836 2.469 -5.403
C: -2.914 1.354 -3.799
H: -3.300 0.386 -4.133
C: -2.104 1.421 -2.664
H: -1.857 0.535 -2.066
Hf: -0.966 -1.302 2.051
C: 0.762 -2.438 0.414
C: 1.317 -1.926 -0.699
H: 0.961 -3.469 0.743
C: 0.914 -0.518 -1.148
O: 0.507 -0.643 -2.493
H: 0.147 0.187 -2.865
C: -0.082 -0.025 -0.276
H: 1.802 0.089 -1.129
C: -0.848 0.193 0.704
Cl: -2.546 -0.049 3.211
P: -2.658 -2.380 0.180
P: 1.262 -0.512 3.183
C: -3.953 -2.979 1.310
H: -4.232 -2.176 2.005
H: -3.588 -3.840 1.883
H: -4.816 -3.266 0.696
C: -3.576 -1.579 -1.163
H: -2.999 -1.626 -2.096
H: -3.758 -0.525 -0.917
H: -4.537 -2.097 -1.289
C: -2.042 -3.925 -0.543
H: -1.604 -4.550 0.246
H: -1.266 -3.686 -1.281
H: -2.883 -4.442 -1.026
C: 1.110 -1.251 4.838
H: 1.503 -2.275 4.812
H: 0.056 -1.295 5.150
H: 1.693 -0.632 5.531
C: 2.865 -1.146 2.624
H: 3.102 -0.735 1.634
H: 2.802 -2.238 2.538
H: 3.641 -0.868 3.350
C: 1.543 1.245 3.522
H: 0.582 1.772 3.587
H: 2.149 1.700 2.729
H: 2.066 1.322 4.484
P: 2.592 -2.781 -1.748
C: 3.183 -4.261 -0.912
C: 3.924 -1.585 -1.986
H: 2.325 -4.844 -0.544
H: 3.822 -3.978 -0.062
H: 3.770 -4.876 -1.610
H: 3.542 -0.710 -2.529
H: 4.752 -2.032 -2.556
H: 4.291 -1.265 -1.002
C: 1.842 -3.174 -3.336
H: 1.001 -3.860 -3.170
H: 2.567 -3.630 -4.024
H: 1.454 -2.230 -3.742
H: -1.606 1.004 0.687
Cl: -2.437 -5.834 3.520
C: -0.852 -5.138 3.803
Cl: 0.006 -5.430 5.271
Cl: 0.214 -5.466 2.351
C: -1.230 -3.616 3.920
O: -1.722 -2.956 4.826
O: -0.897 -3.191 2.702

Its charge is +2.



Entry 4:
ORCA calculation (the ωB97M-V functional and the def2-TZVPD basis) on a 3-piece molecular cluster, C34H47BClF2NO10P2S2 overall.

Atoms and positions in Å:
C: 5.611 0.099 4.753
C: 5.273 -0.231 3.290
B: 3.739 -0.299 2.923
O: 2.750 0.120 3.753
C: 3.308 -0.810 1.485
C: 3.325 0.162 0.485
C: 2.978 -0.146 -0.826
C: 2.638 -1.456 -1.135
C: 2.605 -2.435 -0.150
C: 2.930 -2.127 1.169
C: 2.882 -3.181 2.251
C: 1.962 -4.363 1.891
C: 4.286 -3.742 2.615
C: 4.461 -3.810 4.139
S: 2.240 -1.834 -2.821
C: 3.382 -0.727 -3.611
C: 4.002 -1.081 -4.811
P: 3.578 -2.696 -5.581
O: 4.946 -3.541 -5.275
Cl: 3.864 -2.173 -7.572
C: 4.907 -0.186 -5.391
C: 5.203 1.017 -4.764
C: 4.588 1.367 -3.563
P: 5.060 2.932 -2.777
S: 6.723 3.657 -3.510
C: 3.650 0.505 -3.002
N: 2.975 0.912 -1.801
C: 1.586 1.360 -2.172
C: 0.647 1.545 -0.980
C: -0.242 0.348 -0.629
C: -1.047 -0.230 -1.783
C: -1.825 -1.498 -1.372
C: -3.344 -1.325 -1.558
C: -3.929 -0.436 -0.452
C: -5.390 -0.709 -0.177
O: -5.843 0.133 0.900
C: -6.959 0.846 0.646
C: -7.900 0.895 1.811
O: -7.160 1.401 -0.392
H: 6.659 0.378 4.820
H: 5.048 0.963 5.103
H: 5.460 -0.768 5.387
H: 5.712 -1.178 2.983
H: 5.735 0.513 2.637
H: 3.091 0.497 4.572
H: 3.600 1.185 0.696
H: 2.312 -3.434 -0.434
H: 2.444 -2.743 3.147
H: 1.026 -4.012 1.466
H: 1.764 -4.914 2.805
H: 2.461 -5.008 1.174
H: 4.331 -4.767 2.258
H: 5.068 -3.151 2.153
H: 4.745 -2.848 4.554
H: 5.181 -4.570 4.427
H: 3.506 -4.086 4.583
H: 5.332 -3.281 -4.429
H: 5.375 -0.455 -6.325
H: 5.922 1.710 -5.180
H: 5.244 2.669 -1.417
H: 3.979 3.826 -2.831
H: 1.155 0.733 -2.947
H: 1.728 2.340 -2.626
H: 1.229 1.836 -0.114
H: -0.010 2.378 -1.231
H: -0.969 0.702 0.105
H: 0.332 -0.421 -0.114
H: -1.785 0.517 -2.073
H: -0.441 -0.485 -2.644
H: -1.637 -1.755 -0.330
H: -1.523 -2.342 -1.989
H: -3.471 -0.830 -2.521
H: -3.837 -2.294 -1.621
H: -3.757 0.606 -0.707
H: -3.380 -0.645 0.465
H: -5.487 -1.735 0.170
H: -5.980 -0.559 -1.076
H: -8.794 1.431 1.534
H: -7.367 1.374 2.629
H: -8.104 -0.132 2.094
O: -11.037 -0.323 1.905
C: -11.469 0.018 0.858
O: -12.297 -0.718 0.077
C: -12.697 0.093 -1.032
C: -11.580 1.111 -1.097
F: -12.017 2.318 -1.528
O: -11.186 1.211 0.259
H: -13.655 0.567 -0.811
H: -12.789 -0.504 -1.935
H: -10.722 0.808 -1.699
O: 3.223 3.501 0.549
C: 2.464 4.144 1.194
O: 1.122 4.116 1.030
C: 0.530 4.884 2.084
C: 1.669 5.799 2.475
F: 1.654 6.100 3.794
O: 2.809 5.003 2.191
H: 0.244 4.222 2.902
H: -0.347 5.418 1.728
H: 1.725 6.725 1.900

As for the SMILES: CCB(O)c1cc2c(cc1[C@@H](C)CC)Sc1c(P(O)Cl)ccc([PH2]=S)c1N2CCCCCCCCOC(C)=O.O=C1OC[C@@H](F)O1.O=C1OC[C@@H](F)O1.



| no. | strongest force on any atom (hartree/bohr) | electronic energy (eV) | orbital gap (Eh) |
| --- | --- | --- | --- |
| 1 | 0.0966 | -166219.2877 | 0.0891 |
| 2 | 0.0474 | -296475.2620 | 0.0723 |
| 3 | 0.1664 | -130681.9042 | 0.1523 |
| 4 | 0.0236 | -116871.3124 | 0.3039 |